No. 1
{"formula": "C2H6N2O2", "method": "ωB97M-V/def2-TZVPD", "symbols": ["C", "C", "O", "O", "N", "N", "H", "H", "H", "H", "H", "H"], "positions_angstrom": [[-1.02, -0.09, 1.39], [1.75, -0.19, -0.91], [0.01, -0.58, 0.75], [0.61, 0.55, -0.60], [-2.19, 0.64, 0.37], [-1.92, 0.64, -0.78], [-0.95, 0.26, -1.03], [-0.82, 0.70, 2.12], [-1.68, -0.88, 1.74], [2.31, 0.45, -1.60], [1.52, -1.13, -1.41], [2.37, -0.38, -0.03]], "e_homo_ev": [-8.89, -8.98], "gap_ha": [0.2626, 0.3111], "fmax_ha_per_bohr": 0.022, "relative_energy_kj_mol": 674.6}


No. 2
{"formula": "C9H13N3S", "method": "ωB97M-V/def2-TZVPD", "symbols": ["C", "C", "C", "C", "C", "C", "N", "N", "C", "N", "S", "C", "C", "H", "H", "H", "H", "H", "H", "H", "H", "H", "H", "H", "H", "H"], "positions_angstrom": [[-1.35, 0.03, 2.85], [-1.41, 0.34, 1.34], [-2.65, 0.55, 0.86], [-2.86, 0.84, -0.50], [-1.69, 0.91, -1.25], [-0.38, 0.48, -0.84], [0.68, 0.33, -1.85], [1.32, -0.81, -2.36], [2.64, -0.86, -1.81], [3.36, 0.17, -1.54], [3.51, -2.34, -2.03], [-0.31, 0.10, 0.53], [0.89, -0.42, 1.24], [-0.48, 0.36, 3.50], [-1.37, -1.14, 3.18], [-2.34, 0.63, 3.42], [-3.44, 0.75, 1.53], [-4.09, 0.79, -0.72], [-1.99, 0.93, -2.33], [0.22, 0.95, -2.61], [1.08, -1.80, -2.62], [4.26, -0.07, -1.18], [2.88, 1.04, -0.80], [0.68, -0.12, 2.27], [0.91, -1.45, 1.02], [1.91, -0.18, 0.70]], "e_homo_ev": -8.22, "gap_ha": 0.3201, "fmax_ha_per_bohr": 0.166, "relative_energy_kj_mol": 509.8}


No. 3
{"formula": "C3H30O12", "method": "ωB97M-V/def2-TZVPD", "symbols": ["C", "C", "C", "O", "H", "H", "H", "H", "H", "H", "H", "H", "O", "H", "H", "O", "H", "H", "O", "H", "H", "O", "H", "H", "O", "H", "H", "O", "H", "H", "O", "H", "H", "O", "H", "H", "O", "H", "H", "O", "H", "H", "O", "H", "H"], "positions_angstrom": [[-0.68, -0.99, -0.04], [-0.45, -1.97, -1.19], [1.02, -2.07, -1.57], [1.30, -1.08, -2.58], [0.09, -0.21, -0.12], [-1.69, -0.55, -0.13], [-0.58, -1.50, 0.90], [-1.05, -1.61, -2.13], [-1.03, -2.89, -1.05], [1.43, -3.15, -1.70], [1.80, -1.80, -0.78], [1.51, -1.45, -3.49], [-0.07, -1.44, 3.43], [-0.41, -0.47, 3.31], [-0.97, -1.71, 3.51], [-1.74, 2.73, 0.65], [-1.00, 3.23, 0.76], [-1.86, 2.33, -0.16], [2.54, 1.36, -1.67], [2.50, 0.66, -2.36], [2.78, 0.87, -0.78], [-3.82, -0.97, 1.36], [-3.31, -1.36, 2.10], [-3.25, -0.54, 0.77], [1.17, 1.49, 2.14], [0.78, 2.13, 1.46], [2.08, 1.88, 2.25], [-1.75, 0.58, 2.25], [-1.70, 1.32, 1.73], [-2.46, 0.74, 2.81], [1.02, 3.37, -0.56], [1.19, 4.00, -1.31], [1.43, 2.60, -1.00], [2.00, -2.16, 1.67], [2.56, -2.69, 2.18], [1.25, -1.94, 2.09], [-2.62, 1.19, -1.34], [-1.98, 0.78, -1.98], [-3.46, 0.87, -1.53], [-0.93, 0.38, -3.31], [-0.18, -0.22, -3.09], [-0.50, 0.95, -3.93], [3.29, -0.03, 0.52], [3.04, -0.95, 0.63], [2.72, 0.29, 1.29]], "e_homo_ev": -10.76, "gap_ha": 0.4018, "fmax_ha_per_bohr": 0.104, "relative_energy_kj_mol": 193.3}


No. 4
{"formula": "C8H4Cl6CrO4", "method": "ωB97M-V/def2-TZVPD", "symbols": ["Cr", "C", "C", "C", "O", "C", "C", "C", "O", "O", "O", "H", "H", "C", "Cl", "Cl", "Cl", "H", "C", "Cl", "Cl", "Cl", "H"], "positions_angstrom": [[-14.74, 10.77, -12.57], [-17.80, 8.88, -10.57], [-16.93, 9.68, -11.33], [-17.48, 10.59, -12.44], [-16.61, 11.33, -13.02], [-18.89, 10.70, -12.65], [-19.72, 9.99, -11.78], [-19.17, 8.98, -10.78], [-19.95, 8.29, -10.11], [-20.94, 10.22, -11.88], [-15.63, 9.58, -11.28], [-17.39, 8.16, -9.87], [-19.23, 11.32, -13.45], [-11.86, 8.77, -10.06], [-13.20, 7.91, -9.31], [-12.54, 10.06, -11.12], [-10.76, 7.67, -10.91], [-11.29, 9.27, -9.29], [-14.19, 14.69, -10.83], [-13.27, 14.31, -9.36], [-15.86, 15.08, -10.54], [-13.91, 13.34, -12.00], [-13.78, 15.59, -11.27]], "e_homo_ev": [-7.46, -7.48], "gap_ha": [0.2038, 0.2021], "s_squared": 6.02, "fmax_ha_per_bohr": 0.106, "multiplicity": 5}


No. 5
{"formula": "C5H9Cl3N3", "method": "ωB97M-V/def2-TZVPD", "symbols": ["C", "N", "C", "N", "C", "C", "Cl", "Cl", "Cl", "N", "C", "H", "H", "H", "H", "H", "H", "H", "H", "H"], "positions_angstrom": [[0.63, -0.09, -3.51], [0.27, -0.55, -2.24], [0.50, 0.18, -1.24], [0.41, -0.11, 0.19], [0.26, 0.53, 1.47], [-0.56, 1.88, 1.64], [-0.59, 2.83, 0.10], [-2.36, 1.68, 2.14], [0.33, 2.80, 2.81], [-0.51, -0.68, 1.15], [-0.35, -2.10, 1.74], [0.98, 0.93, -3.55], [1.49, -0.63, -3.74], [-0.23, -0.14, -4.27], [0.89, 1.21, -1.39], [1.13, 0.38, 2.15], [-1.55, -0.51, 1.00], [0.57, -2.29, 2.33], [-1.21, -2.56, 2.28], [-0.10, -2.77, 0.96]], "e_homo_ev": -13.74, "gap_ha": 0.3698, "total_charge": 1, "fmax_ha_per_bohr": 0.082, "relative_energy_kj_mol": 89.6}


No. 6
{"formula": "C11H19Cl3O2V", "method": "ωB97M-V/def2-TZVPD", "symbols": ["C", "C", "C", "C", "C", "C", "C", "C", "C", "C", "V", "Cl", "Cl", "O", "H", "H", "H", "H", "H", "H", "H", "H", "H", "H", "H", "H", "H", "H", "H", "H", "O", "H", "Cl", "C", "H", "H"], "positions_angstrom": [[-1.65, 0.88, 0.23], [-1.52, -0.35, -0.50], [-0.27, -0.30, -1.25], [-2.51, -1.45, -0.53], [0.34, 0.98, -0.98], [-0.49, 1.70, -0.05], [-0.18, 3.05, 0.49], [-2.66, 1.19, 1.28], [0.21, -1.27, -2.27], [1.54, 1.52, -1.69], [0.12, -0.25, 0.77], [0.23, -3.00, 0.39], [-0.95, -1.36, 2.81], [2.51, -0.91, 0.25], [-3.14, -1.36, 0.34], [-1.99, -2.39, -0.49], [-3.13, -1.43, -1.42], [0.00, -2.29, -1.95], [1.28, -1.18, -2.40], [-0.28, -1.08, -3.22], [2.22, 0.73, -1.99], [2.09, 2.21, -1.06], [1.22, 2.06, -2.58], [0.89, 3.20, 0.48], [-0.53, 3.12, 1.51], [-0.64, 3.86, -0.08], [-3.09, 0.27, 1.66], [-3.47, 1.87, 0.96], [-2.14, 1.67, 2.12], [2.87, -0.48, 1.07], [1.20, 0.68, 2.23], [0.68, 0.64, 3.07], [3.46, -2.66, 2.03], [2.76, -2.30, 0.48], [3.32, -2.70, -0.34], [1.74, -2.86, 0.63]], "e_homo_ev": [0.63, 1.35], "gap_ha": [0.1748, 0.1484], "s_squared": 0.79, "total_charge": -2, "fmax_ha_per_bohr": 0.082, "multiplicity": 2, "relative_energy_kj_mol": 0.0}


No. 7
{"formula": "C2H10NO5", "method": "ωB97M-V/def2-TZVPD", "symbols": ["O", "C", "O", "C", "N", "H", "H", "H", "H", "H", "H", "O", "H", "H", "O", "H", "H", "O"], "positions_angstrom": [[-0.33, 0.12, 0.47], [0.43, -0.17, -0.45], [-0.07, -0.41, -1.62], [2.05, 0.11, -0.36], [2.29, 1.48, 0.16], [2.48, -0.67, 0.28], [2.45, 0.12, -1.35], [1.93, 2.22, -0.33], [1.94, 1.50, 1.09], [0.42, 1.16, 2.83], [0.21, -0.04, 1.98], [0.59, 0.24, 2.85], [-1.30, -2.36, 0.26], [-1.87, -1.29, -0.64], [-2.10, -2.02, -0.03], [-1.75, 0.47, -0.59], [-1.60, 0.30, -1.98], [-2.32, 0.65, -1.40]], "e_homo_ev": -5.14, "gap_ha": 0.3310, "total_charge": -1, "fmax_ha_per_bohr": 0.096, "relative_energy_kj_mol": 116.2}


No. 8
{"formula": "C4H13N3O", "method": "ωB97M-V/def2-TZVPD", "symbols": ["N", "C", "N", "C", "C", "N", "C", "O", "H", "H", "H", "H", "H", "H", "H", "H", "H", "H", "H", "H", "H"], "positions_angstrom": [[0.08, -3.28, 0.90], [-0.71, -2.16, 0.47], [0.09, -1.10, -0.25], [-0.18, 0.28, 0.18], [1.05, 1.01, 0.71], [1.68, 2.12, -0.08], [-0.79, 0.94, -1.07], [-1.43, 2.22, -0.86], [0.78, -3.53, 0.22], [0.42, -3.30, 1.84], [-1.18, -1.65, 1.32], [-1.50, -2.45, -0.19], [1.07, -1.33, -0.21], [-0.91, 0.26, 0.98], [1.82, 0.26, 0.85], [0.92, 1.51, 1.67], [2.56, 1.81, -0.46], [1.05, 2.49, -0.78], [0.02, 1.01, -1.79], [-1.61, 0.42, -1.56], [-0.90, 2.74, -0.28]], "e_homo_ev": -8.82, "gap_ha": 0.3571, "fmax_ha_per_bohr": 0.039, "relative_energy_kj_mol": 234.6}


No. 9
{"formula": "C17H38ClF5GaO8P2", "method": "ωB97M-V/def2-TZVPD", "symbols": ["F", "C", "F", "F", "C", "F", "F", "C", "C", "C", "Ga", "Cl", "H", "H", "H", "H", "H", "H", "H", "H", "O", "P", "O", "C", "C", "O", "C", "C", "O", "C", "C", "H", "H", "H", "H", "H", "H", "H", "H", "H", "H", "H", "H", "H", "H", "H", "O", "P", "O", "C", "C", "O", "C", "C", "O", "C", "C", "H", "H", "H", "H", "H", "H", "H", "H", "H", "H", "H", "H", "H", "H", "H"], "positions_angstrom": [[-1.96, 5.90, -0.92], [-2.23, 5.47, 0.30], [-2.22, 6.58, 1.09], [-3.45, 4.96, 0.38], [-1.17, 4.49, 0.86], [0.06, 4.99, 0.67], [-1.40, 4.49, 2.21], [-1.31, 3.05, 0.39], [-0.42, 2.65, -0.81], [-1.19, 2.75, -2.13], [0.02, 2.50, -3.76], [0.52, 0.28, -4.00], [-0.98, 2.45, 1.23], [-2.34, 2.79, 0.18], [0.51, 3.21, -0.86], [-0.16, 1.61, -0.67], [-1.58, 3.77, -2.21], [-2.02, 2.05, -2.18], [1.37, 3.35, -3.63], [-0.81, 2.97, -5.06], [2.55, 0.38, -0.32], [3.94, -0.13, -0.36], [3.78, -1.63, 0.29], [3.07, -2.62, -0.47], [3.91, -3.18, -1.60], [4.58, 0.70, 0.91], [4.01, 1.94, 1.34], [3.16, 1.74, 2.57], [5.41, -0.41, -1.00], [6.64, -0.42, -0.27], [6.74, -1.49, 0.79], [2.14, -2.20, -0.85], [2.81, -3.42, 0.23], [4.11, -2.42, -2.35], [3.39, -4.01, -2.09], [4.87, -3.54, -1.23], [3.44, 2.41, 0.54], [4.85, 2.61, 1.57], [2.41, 0.97, 2.41], [2.66, 2.66, 2.86], [3.78, 1.41, 3.41], [6.84, 0.57, 0.15], [7.41, -0.59, -1.02], [6.07, -1.31, 1.62], [7.76, -1.51, 1.18], [6.50, -2.47, 0.38], [-2.89, -0.15, -0.51], [-3.15, -1.24, 0.46], [-2.88, -2.60, -0.42], [-1.54, -2.90, -0.83], [-0.71, -3.46, 0.32], [-4.80, -1.20, 0.47], [-5.51, -0.02, 0.10], [-6.05, -0.14, -1.31], [-3.10, -1.97, 1.92], [-4.17, -2.72, 2.50], [-4.55, -3.97, 1.74], [-1.07, -2.01, -1.25], [-1.62, -3.64, -1.63], [-0.55, -2.71, 1.09], [0.27, -3.78, -0.05], [-1.21, -4.31, 0.78], [-4.89, 0.87, 0.21], [-6.34, 0.08, 0.81], [-5.25, -0.39, -2.01], [-6.52, 0.79, -1.63], [-6.78, -0.95, -1.36], [-5.04, -2.08, 2.67], [-3.81, -3.01, 3.49], [-5.02, -3.74, 0.78], [-5.25, -4.56, 2.33], [-3.67, -4.58, 1.53]], "e_homo_ev": -4.65, "gap_ha": 0.2488, "total_charge": -1, "fmax_ha_per_bohr": 0.132}


No. 10
{"formula": "C17H27NO3", "method": "ωB97M-V/def2-TZVPD", "symbols": ["C", "C", "C", "C", "O", "C", "C", "H", "H", "C", "N", "C", "O", "C", "C", "C", "H", "O", "C", "C", "C", "C", "C", "C", "H", "H", "H", "H", "H", "H", "H", "H", "H", "H", "H", "H", "H", "H", "H", "H", "H", "H", "H", "H", "H", "H", "H", "H"], "positions_angstrom": [[-1.62, -1.48, -1.31], [-2.09, -0.20, -1.72], [-1.77, 0.84, -0.63], [-2.75, 0.75, 0.46], [-2.28, -0.21, 1.30], [-2.95, -0.20, 2.46], [-2.17, -0.86, 3.49], [-2.76, -1.48, 4.33], [-1.64, -2.03, 3.05], [-1.03, -0.23, 4.20], [0.24, 0.10, 3.22], [1.44, -0.43, 3.20], [1.60, -0.93, 4.21], [2.17, -0.10, 2.06], [1.67, -1.31, 0.94], [2.28, -0.78, -0.45], [1.90, -1.70, -1.08], [1.65, 0.35, -0.93], [2.01, 0.56, -2.05], [1.39, 1.94, -2.58], [1.53, 2.22, -3.95], [2.49, 1.78, -4.80], [3.10, 0.50, -4.29], [2.88, 0.15, -3.05], [3.46, -1.18, -2.74], [3.63, -0.10, -4.93], [2.33, 2.00, -5.82], [1.16, 3.14, -4.11], [0.69, 2.47, -1.97], [3.32, -0.73, -0.30], [0.70, -1.28, 0.93], [2.01, -2.29, 1.26], [1.91, 0.87, 1.64], [3.05, -0.20, 2.15], [-0.38, 0.40, 2.25], [-0.30, -0.77, 5.11], [-1.39, 0.54, 4.59], [-3.17, 0.96, 3.01], [-3.76, -0.81, 2.26], [-2.70, 1.87, 0.85], [-3.78, 0.53, 0.22], [-1.85, 2.14, -1.30], [-0.76, 0.93, -0.56], [-1.56, 0.14, -2.83], [-2.99, -0.24, -2.22], [-0.66, -1.61, -1.08], [-2.25, -1.77, -0.41], [-2.03, -2.27, -2.06]], "e_homo_ev": -8.03, "gap_ha": 0.3189, "fmax_ha_per_bohr": 0.307, "relative_energy_kj_mol": 1634.4}


No. 11
{"formula": "C26H48IN4O7P2S", "method": "ωB97M-V/def2-TZVPD", "symbols": ["C", "C", "O", "P", "O", "C", "C", "C", "C", "P", "O", "O", "O", "C", "C", "C", "C", "I", "N", "C", "N", "C", "C", "C", "N", "C", "C", "C", "C", "C", "C", "C", "O", "N", "C", "C", "C", "S", "O", "C", "C", "H", "H", "H", "H", "H", "H", "H", "H", "H", "H", "H", "H", "H", "H", "H", "H", "H", "H", "H", "H", "H", "H", "H", "H", "H", "H", "H", "H", "H", "H", "H", "H", "H", "H", "H", "H", "H", "H", "H", "H", "H", "H", "H", "H", "H", "H", "H", "H"], "positions_angstrom": [[2.20, 2.79, 4.26], [2.12, 1.54, 3.15], [2.90, 0.36, 3.55], [1.94, -1.09, 3.57], [2.58, -2.04, 4.71], [2.10, -2.14, 1.93], [2.82, -1.23, 0.75], [2.52, -1.74, -0.77], [0.99, -1.51, -1.30], [0.13, 0.06, -0.53], [-0.37, -0.24, 1.11], [1.22, 1.41, -0.68], [0.23, -2.74, -1.00], [-1.15, -2.68, -1.50], [-1.68, -4.27, -1.56], [-1.54, -5.05, -0.12], [-3.08, -5.29, 0.43], [-3.14, -5.28, 2.62], [-1.31, -2.16, -2.91], [-0.38, -1.00, -3.21], [-0.85, 0.17, -3.77], [0.02, 1.38, -4.05], [-0.50, 2.78, -3.38], [-1.95, 2.70, -2.64], [-2.38, 4.16, -2.34], [-1.71, 4.68, -1.09], [-2.37, 4.07, 0.32], [-4.00, 4.07, 0.64], [-4.51, 3.41, 2.07], [-3.52, 2.74, 3.20], [-1.91, 2.75, 2.89], [-1.39, 3.43, 1.47], [0.06, 3.45, 1.25], [1.09, -1.20, -2.80], [1.73, -2.33, -3.57], [3.25, -2.02, -4.12], [3.50, -0.50, -4.67], [4.56, 0.54, -3.50], [0.27, -0.87, 4.03], [0.14, -0.18, 5.32], [-1.43, -0.37, 5.86], [1.20, 3.44, 4.25], [2.36, 2.38, 5.36], [3.08, 3.54, 4.03], [1.01, 1.33, 2.84], [2.66, 1.98, 2.18], [2.71, -3.12, 2.14], [1.00, -2.42, 1.63], [3.99, -1.37, 0.93], [2.61, -0.09, 0.95], [3.23, -1.10, -1.49], [2.85, -2.87, -0.85], [-1.30, -0.61, 1.13], [2.17, 1.08, -0.88], [-1.88, -2.16, -0.71], [-0.95, -4.84, -2.31], [-2.76, -4.36, -2.05], [-1.12, -6.13, -0.37], [-0.82, -4.55, 0.65], [-3.56, -6.30, 0.01], [-3.76, -4.42, -0.03], [-1.24, -2.92, -3.63], [-1.88, 0.21, -3.99], [-0.02, 1.54, -5.23], [1.15, 1.26, -3.77], [0.29, 3.10, -2.57], [-0.58, 3.60, -4.23], [-2.82, 2.28, -3.33], [-1.97, 2.09, -1.64], [-3.42, 4.24, -2.28], [-0.54, 4.53, -1.15], [-1.87, 5.86, -1.04], [-4.74, 4.55, -0.15], [-5.67, 3.42, 2.33], [-3.88, 2.25, 4.22], [-1.09, 2.30, 3.62], [0.48, 4.31, 1.57], [1.06, -2.50, -4.54], [1.77, -3.36, -3.02], [3.49, -2.80, -4.99], [4.02, -2.29, -3.26], [2.49, 0.02, -4.97], [4.14, -0.60, -5.67], [5.13, -0.37, -2.55], [0.93, -0.52, 6.13], [0.27, 0.98, 5.16], [-1.81, 0.63, 6.38], [-2.13, -0.54, 4.93], [-1.49, -1.23, 6.65]], "e_homo_ev": -10.50, "gap_ha": 0.2304, "total_charge": 1, "fmax_ha_per_bohr": 0.144}